Density functional theory data (wB97M-V/def2-TZVPD) for the ion C5H13FNO with charge +1 in a non-equilibrium geometry.

The SMILES is CC(C)(F)[C@H](O)C[NH3+]. For the frontier orbital gap, the calculation gives 0.38107 hartree. The net charge is +1. The HOMO energy is -0.501 Eh. For the relative energy (zero: lowest compared OMol25 entry of this formula, charge and spin), the calculation gives 17.49 kcal/mol.

```
21
Properties=species:S:1:pos:R:3:mulliken_charge:R:1
C 1.79 -1.02 -0.94 -1.56
C 0.95 0.04 -0.41 1.82
C 1.55 0.94 0.62 -1.65
F 0.41 0.88 -1.40 -0.42
C -0.47 -0.69 0.50 -0.92
O -1.21 -1.51 -0.31 -0.53
C -1.34 0.46 0.92 -0.52
N -2.09 0.86 -0.42 -0.19
H 1.44 -1.93 -0.48 0.40
H 1.71 -1.06 -2.00 0.39
H 2.79 -0.70 -0.79 0.35
H 2.62 1.15 0.43 0.40
H 0.93 1.77 0.66 0.40
H 1.50 0.45 1.60 0.36
H 0.07 -1.17 1.38 0.53
H -0.78 -2.37 -0.47 0.40
H -0.93 1.28 1.47 0.40
H -2.15 0.00 1.67 0.31
H -1.49 0.29 -1.02 0.36
H -2.29 1.84 -0.59 0.32
H -3.01 0.49 -0.42 0.35
```